# 1
# C4H9NP

A 2-piece molecular cluster, C4H9NP overall (ωB97M-V with the def2-TZVPD basis set, OMol25).

Properties
E_LUMO (alpha / beta) = -6.320 / -4.821 eV
total charge = +1

Structure (XYZ):
```
15
C4H9NP, DFT ωB97M-V with the def2-TZVPD basis set
P 1.2093 -0.4827 0.3298
N 0.1982 0.8543 0.7476
C -0.5145 1.2619 1.7434
C -1.1816 2.5170 1.9970
C 0.3284 -2.9573 -3.3013
C 1.2179 -2.5601 -2.4601
H -1.8787 2.6366 1.2365
H -0.3411 0.5831 2.6255
H 0.2627 -3.6437 -4.0585
H -0.0999 1.5752 0.0394
H -1.5576 2.5958 2.9344
H 2.1971 -2.2223 -2.3482
H -0.6135 -2.5932 -2.9456
H -0.6158 3.4550 1.7286
H 1.3892 -1.0196 1.7316
```


# 2
# C4H9NS

One molecule with the formula C4H9NS (ωB97M-V with the def2-TZVPD basis set, OMol25).

Properties
SMILES = SCC1CNC1
E_LUMO = 0.970 eV

Structure (XYZ):
```
15
C4H9NS, DFT ωB97M-V with the def2-TZVPD basis set
S 0.0447 -2.8474 0.8004
N -0.2078 1.9939 -0.0693
C 0.7565 -1.3308 -0.0193
C -0.2239 0.9239 1.0355
C 0.1646 0.9416 -1.0386
C -0.2463 -0.2453 -0.1435
H 0.7189 0.7574 1.4573
H 1.5760 -0.9662 0.5113
H -0.3350 0.9253 -2.0340
H -1.0007 1.1126 1.8085
H 1.2576 0.9632 -1.1173
H 1.0534 -1.5787 -1.0291
H -1.1912 -2.5905 0.4860
H -1.0655 2.4774 -0.3598
H -1.3012 -0.5363 -0.2881
```


# 3
# C4H9NS

One molecule with the formula C4H9NS (ωB97M-V with the def2-TZVPD basis set, OMol25).

Properties
SMILES = CNCC(C)=S
E_LUMO = 0.084 eV

Structure (XYZ):
```
15
C4H9NS, DFT ωB97M-V with the def2-TZVPD basis set
S 2.9395 -0.8851 -0.1650
N -0.8082 -0.2803 -0.6476
C -2.0633 -0.5200 0.0275
C 1.4273 1.3951 -0.0822
C 1.5621 -0.0462 -0.0048
C 0.2564 -0.6518 0.2563
H 0.4334 1.7288 -0.3999
H 0.4097 -1.7609 0.3678
H -2.9045 -0.4073 -0.6005
H -2.1086 -1.5870 0.3995
H -2.1435 0.2164 0.8797
H 2.2299 1.8673 -0.6146
H 1.5739 1.8844 0.8796
H -0.8768 -0.6220 -1.5483
H 0.0725 -0.3316 1.2527
```


# 4
# C4H9NS

One molecule with the formula C4H9NS (ωB97M-V with the def2-TZVPD basis set, OMol25).

Properties
SMILES = N[C@@H]1CC[C@@H]1S
E_LUMO = 1.035 eV

Structure (XYZ):
```
15
C4H9NS, DFT ωB97M-V with the def2-TZVPD basis set
S 0.8952 -1.1783 -1.9449
N -1.3921 -0.7534 0.0185
C 0.8740 -0.3332 -0.3619
C -0.1164 -0.6474 0.7028
C 0.5203 1.1729 -0.2772
C -0.0428 0.8589 1.1290
H 0.0693 -0.3147 -2.4903
H -1.3373 -1.5894 -0.6593
H -2.1912 -0.9806 0.6415
H 1.2418 1.9469 -0.4585
H 0.0983 -1.3923 1.4942
H 1.9155 -0.4442 -0.0229
H -0.2742 1.3048 -0.9552
H -0.9903 1.3031 1.3379
H 0.7298 1.0468 1.8464
```


# 5
# C4H9NS

C4H9NS as an isolated structure (ωB97M-V with the def2-TZVPD basis set, OMol25).

Properties
E_LUMO = 0.999 eV

Structure (XYZ):
```
15
C4H9NS, DFT ωB97M-V with the def2-TZVPD basis set
S -2.7774 -0.3703 -0.0833
N 0.4083 -1.2104 0.3861
C 1.4513 -0.7158 -0.4693
C -1.2439 0.6056 -0.3200
C -0.0571 0.1564 0.5896
C 1.2595 0.6910 0.0665
H -1.0526 0.3358 -1.3629
H -1.4563 1.7142 -0.3045
H 1.2508 -0.9366 -1.5222
H 2.4373 -1.1328 -0.2154
H 1.3397 1.5714 -0.5791
H 1.9519 0.8707 0.9282
H -2.9349 -0.1483 1.2325
H -0.3054 0.3652 1.6639
H -0.2712 -1.7960 -0.0102
```


# 6
# C4H9NS

One molecule with the formula C4H9NS (ωB97M-V with the def2-TZVPD basis set, OMol25).

Properties
SMILES = CCN(C)C=S
E_LUMO = -0.012 eV

Structure (XYZ):
```
15
C4H9NS, DFT ωB97M-V with the def2-TZVPD basis set
S 0.3261 2.7350 -1.4212
N -0.4342 0.2170 -0.2302
C -1.2793 -0.9031 -0.5005
C 0.9440 -0.0332 0.0665
C 1.1260 -0.3153 1.5591
C -0.7492 1.5793 -1.2491
H 2.1876 -0.3532 1.8020
H 1.3134 -0.8887 -0.5186
H -0.8710 -1.5678 -1.2752
H 0.6547 0.4723 2.1477
H -1.7567 1.5208 -1.6121
H -1.3933 -1.4807 0.4215
H -2.2663 -0.5638 -0.8108
H 1.5238 0.8527 -0.2104
H 0.6744 -1.2713 1.8314
```


# 7
# C4H9NS

One molecule with the formula C4H9NS (ωB97M-V with the def2-TZVPD basis set, OMol25).

Properties
SMILES = C1CSCCN1
E_LUMO = 0.997 eV

Structure (XYZ):
```
15
C4H9NS, DFT ωB97M-V with the def2-TZVPD basis set
S -0.9341 1.0501 0.4516
N 0.9354 -1.2236 -0.5439
C 0.0167 0.9494 -1.0717
C 0.1902 -0.4862 -1.5130
C 0.2611 0.0645 1.4305
C 0.4287 -1.2748 0.8357
H 1.0943 -1.8593 1.4784
H -0.6458 1.4692 -1.7853
H -0.1700 0.0463 2.4318
H 0.9821 1.4961 -0.9680
H -0.5259 -1.8233 0.9647
H 1.1488 -2.1619 -0.8995
H 0.7268 -0.5900 -2.4878
H 1.2358 0.5664 1.4603
H -0.8299 -0.8974 -1.7024
```


# 8
# C4H9NS2

One molecule with the formula C4H9NS2 (ωB97M-V with the def2-TZVPD basis set, OMol25).

Properties
SMILES = C[C@@]1(S)[C@H](N)[C@@H]1S
E_LUMO = 0.501 eV

Structure (XYZ):
```
16
C4H9NS2, DFT ωB97M-V with the def2-TZVPD basis set
S -2.2109 -1.0736 -0.4785
S 0.7930 -1.8352 0.7132
N -1.1632 0.5798 1.6360
C 1.7439 0.2750 -0.8401
C 0.5287 -0.3857 -0.1291
C -0.7688 -0.0012 -0.8099
C -0.3097 0.7035 0.4235
H 2.1686 -0.4630 -1.6836
H -0.5033 0.4040 -1.9109
H -1.3031 -2.2777 -0.8434
H 0.1665 1.7063 0.1439
H 2.5400 0.3302 -0.1331
H -2.0633 0.3151 1.2162
H -1.3794 1.7372 2.0603
H 0.3431 -1.2754 1.9344
H 1.4178 1.2604 -1.2990
```


# 9
# C4H9NS3

One molecule with the formula C4H9NS3 (ωB97M-V with the def2-TZVPD basis set, OMol25).

Properties
SMILES = CSC(=S)N(C)SC
E_LUMO = 0.617 eV

Structure (XYZ):
```
17
C4H9NS3, DFT ωB97M-V with the def2-TZVPD basis set
S 1.3066 1.2697 1.0868
S 1.6602 -1.7276 -0.0015
S -0.9655 1.5223 -0.8974
N 0.3800 -0.6749 -0.5706
C -0.5595 -1.1891 -1.5447
C 0.9961 -2.2176 1.5928
C 0.3390 0.6002 -0.1080
C -0.8882 3.1542 -0.0786
H -0.5058 -0.7299 -2.5396
H -1.6337 3.7308 -0.5776
H 0.0492 -2.7301 1.5467
H -1.5766 -1.0532 -1.1620
H 0.8779 -1.3415 2.3047
H 1.7367 -2.9366 2.0229
H 0.0746 3.5571 -0.2844
H -1.0518 2.9581 1.0066
H -0.2390 -2.1919 -1.7962
```


# 10
# C4H9O

A 2-piece molecular cluster, C4H9O overall (ωB97M-V with the def2-TZVPD basis set, OMol25).

Properties
E_LUMO = 4.122 eV
total charge = -1

Structure (XYZ):
```
14
C4H9O, DFT ωB97M-V with the def2-TZVPD basis set
O -1.5729 -1.2757 0.1644
C 0.6917 -0.1017 -1.2356
C 1.9163 0.2690 0.9033
C 1.8965 0.2329 -0.4748
C -2.3670 -0.2606 0.6076
H 0.8355 0.4808 -2.1745
H 2.8591 0.1618 -1.0001
H -1.9230 0.6743 0.7007
H -3.3375 -0.0310 -0.0006
H 0.3734 -1.1627 -1.2699
H -2.9859 -0.4517 1.6960
H 2.8642 0.7953 1.2723
H -0.1571 0.4517 -0.7099
H 0.9069 0.2176 1.5210
```


# 11
# C4H9O

A 2-piece molecular cluster, C4H9O overall (ωB97M-V with the def2-TZVPD basis set, OMol25).

Properties
E_LUMO = 3.936 eV
total charge = -1

Structure (XYZ):
```
14
C4H9O, DFT ωB97M-V with the def2-TZVPD basis set
O -2.3090 -0.2148 -0.2150
C 1.6423 0.9071 0.6482
C 0.3780 1.2461 0.3617
C -2.0987 -1.5344 -0.4174
C 2.5273 0.0132 -0.2109
H -2.9836 -2.2630 -0.5053
H -1.5981 -2.0420 0.4366
H 2.3759 -1.0560 -0.0735
H -0.2843 0.7359 -0.4018
H 3.6017 0.3162 -0.1697
H 2.0129 1.4053 1.5450
H 0.0159 2.1540 0.7752
H 2.1159 0.2471 -1.2063
H -1.4098 -1.9416 -1.2161
```


# 12
# C4H9O2

A 2-piece molecular cluster, C4H9O2 overall (ωB97M-V with the def2-TZVPD basis set, OMol25).

Properties
E_LUMO = 4.026 eV
total charge = -1

Structure (XYZ):
```
15
C4H9O2, DFT ωB97M-V with the def2-TZVPD basis set
O 0.6037 -0.1409 2.3593
O 1.7386 -0.8647 0.5601
C 1.4386 -0.0323 1.4447
C 2.1720 1.3307 1.3469
C -2.1066 -0.2323 -1.6292
C -1.2008 -1.1438 -0.7862
H -0.1606 -1.1508 -1.1365
H -3.1220 -0.2860 -1.2420
H -1.9749 -0.4571 -2.6873
H 1.9226 1.7428 0.3678
H -1.8107 0.8114 -1.4791
H 3.2590 1.2621 1.4073
H -1.5235 -2.1847 -0.7878
H -1.0285 -0.7286 0.2084
H 1.7929 2.0742 2.0535
```


# 13
# C4H9O2

An isolated ion of composition C4H9O2 and charge -1 (ωB97M-V with the def2-TZVPD basis set, OMol25).

Properties
SMILES = [O-]CCCCO
E_LUMO = 3.883 eV
total charge = -1

Structure (XYZ):
```
15
C4H9O2, DFT ωB97M-V with the def2-TZVPD basis set
O 0.1583 -0.8809 2.4177
O -1.5845 0.0542 -1.7003
C 0.7923 0.4129 -1.0154
C -0.7294 1.1001 -1.3665
C 1.0731 0.2696 0.4994
C 0.2965 -0.9891 0.9734
H 1.0540 -1.7988 0.8081
H -0.6885 -1.2027 0.4524
H -0.5256 -0.1361 2.4861
H 0.7903 1.0134 1.0886
H 2.1514 0.2351 0.7674
H -0.9820 1.6367 -2.3514
H 0.6094 -0.5680 -1.5641
H -1.0866 1.6774 -0.4606
H 1.4928 0.9952 -1.5120
```


# 14
# C4H9O2P

A 2-piece molecular cluster, C4H9O2P overall (ωB97M-V with the def2-TZVPD basis set, OMol25).

Properties
E_LUMO (alpha / beta) = 0.899 / 0.898 eV

Structure (XYZ):
```
16
C4H9O2P, DFT ωB97M-V with the def2-TZVPD basis set
P -0.8496 -1.6365 1.6912
O -0.1705 1.1106 -0.1300
O 1.7379 -0.1848 -0.4566
C 2.3296 0.5370 0.6606
C -0.8355 -1.8488 0.0956
C -1.5508 1.3165 -0.6942
C 0.4153 -0.0010 -0.7123
H -1.8109 -2.5248 1.9965
H -1.2554 -2.5507 -0.5998
H -1.3070 1.7424 -1.7436
H 3.1162 -0.2105 0.7372
H 1.4526 0.6413 1.4058
H -2.0595 1.9832 -0.0321
H 2.5749 1.5351 0.2631
H 0.1634 -0.1315 -1.7202
H -1.9506 0.2224 -0.7612
```


# 15
# C4H9O2S

A 2-piece molecular cluster, C4H9O2S overall (ωB97M-V with the def2-TZVPD basis set, OMol25).

Properties
E_LUMO = 3.102 eV
total charge = -1

Structure (XYZ):
```
16
C4H9O2S, DFT ωB97M-V with the def2-TZVPD basis set
S 2.9811 -0.1624 -1.2455
O -0.7269 1.0375 1.1414
O -2.4202 1.7950 2.4149
C 1.9199 -1.5564 -0.7419
C -1.8658 0.9569 1.6710
C -2.7628 -0.2830 1.2760
C 1.7976 1.1618 -1.5143
H -3.2252 -0.6111 2.2037
H 1.5881 1.2171 -2.5793
H 2.2328 2.0633 -1.0934
H 2.0481 -2.4445 -1.3744
H -3.4749 0.0434 0.5265
H -2.0630 -1.0249 0.8885
H 0.8711 1.0039 -0.9606
H 0.8736 -1.2961 -0.8557
H 2.2266 -1.9005 0.2433
```


# 16
# C4H9O3

C4H9O3 as an isolated structure (ωB97M-V with the def2-TZVPD basis set, OMol25).

Properties
E_LUMO = 3.513 eV
total charge = -1

Structure (XYZ):
```
16
C4H9O3, DFT ωB97M-V with the def2-TZVPD basis set
O -1.6437 0.6338 1.1492
O -3.0133 -0.7722 -0.2837
O 2.1819 -1.0664 0.3244
C 0.0174 0.6773 -0.5105
C 2.5035 -0.0061 -0.4006
C 1.2995 0.6095 -1.0687
C -0.3920 0.1916 0.8558
H -3.9663 -0.7583 -0.1665
H 2.9957 0.8540 0.1288
H -2.3589 0.0691 0.5530
H 0.5204 -0.3604 -1.1450
H -0.6426 1.3821 -1.0120
H 3.2464 -0.2023 -1.2214
H 0.3351 0.6479 1.5478
H -0.1395 -0.8782 0.9392
H 1.4089 1.0682 -2.0414
```


Looking at energy relative to the best compared isomer or geometry (same formula, charge and spin) for the records above, in order, we have 5.803, 2.065, 1.547, 1.260, 1.427, 1.980, 0.416, 3.610, 0.496, 2.180, 1.579, 0.221, 4.055, 7.320, 0.726, 6.031 eV.
Looking at DFT total energy for the records above, in order, we have -15059.75940, -16617.38942, -16617.90732, -16618.19463, -16618.02703, -16617.47416, -16619.03888, -27451.13519, -38289.05341, -6338.58821, -6339.18970, -8390.27084, -8386.43642, -17671.69728, -19225.42361, -10432.43424 eV.